DFT (the ωB97M-V functional and the def2-TZVPD basis) results for a molecular structure, C40H43Cl2N4O4Pd.

Net charge: -1
Orbital gap (spin up / spin down) in eV: 6.473 / 6.822
Multiplicity: 3
ΔE to the lowest compared entry with this formula, charge and spin in kJ/mol: 0.0
⟨S²⟩: 2.01
E_tot in Eh: -3118.47346
LUMO (spin up / spin down) in eV: 1.8 / 1.7
E_HOMO (spin up / spin down) in hartree: -0.170 / -0.186

Last column: Löwdin spin population.
Geometry (Å):
Pd1 -0.110200 0.060896 0.451297  1.451
C1 -4.267242 2.238081 -1.076171  0.000
C2 -3.391845 2.875016 0.005508  0.000
C3 -4.180809 3.921430 0.794132  0.000
C4 -2.123617 3.483629 -0.563939  0.006
C5 -2.226365 4.382857 -1.618944  -0.001
C6 -1.104563 4.948329 -2.200153  0.007
C7 0.150656 4.611365 -1.724950  -0.001
C8 0.300097 3.727969 -0.666175  0.005
C9 1.663393 3.365061 -0.124130  0.000
C10 1.939160 4.118063 1.178983  0.000
C11 2.796967 3.567891 -1.121922  0.000
C12 -0.843071 3.165474 -0.068405  0.001
N1 -0.688834 2.173603 0.920647  0.081
C13 -1.121950 2.389996 2.157441  0.006
O1 -1.445689 3.457374 2.690072  0.003
C14 -1.238548 1.111209 2.990154  0.007
C15 -1.594480 1.090270 4.329977  0.004
C16 -1.725995 -0.144717 4.953047  -0.003
C17 -1.510328 -1.322748 4.248433  0.004
C18 -1.154277 -1.226712 2.911083  0.006
N2 -1.045839 -0.032585 2.347808  0.105
C19 -0.928157 -2.433435 1.997874  0.005
O2 -1.199106 -3.552679 2.448821  0.003
N3 -0.485110 -2.110229 0.784136  0.076
C20 -0.497772 -3.104521 -0.217252  0.001
C21 -1.716168 -3.550800 -0.761316  0.006
C22 -1.687828 -4.525819 -1.749994  -0.001
C23 -0.492757 -5.045162 -2.217462  0.007
C24 0.702998 -4.581451 -1.694057  -0.001
C25 0.718902 -3.613683 -0.699038  0.005
C26 2.011980 -3.132325 -0.071157  0.000
C27 2.248709 -3.847619 1.260415  0.000
C28 3.232487 -3.241826 -0.980484  0.000
C29 -3.054749 -3.004540 -0.304451  0.000
C30 -3.869627 -4.077155 0.416588  0.000
C31 -3.836349 -2.401889 -1.472679  0.000
H1 -5.139544 1.764625 -0.619823  0.000
H2 -3.715139 1.471868 -1.617414  0.000
H3 -4.634449 2.981249 -1.787374  0.000
H4 -3.096293 2.075746 0.689254  0.000
H5 -4.510371 4.728142 0.134400  0.000
H6 -3.566962 4.344793 1.586204  0.000
H7 -5.070256 3.471599 1.241407  0.000
H8 -3.207859 4.637941 -1.999085  0.000
H9 -1.206421 5.637222 -3.028975  0.001
H10 1.026229 5.034853 -2.198973  0.000
H11 1.620703 2.299694 0.113079  -0.001
H12 2.041218 5.188678 0.984020  0.000
H13 2.866141 3.768042 1.640647  0.000
H14 1.124478 3.984297 1.888367  0.000
H15 2.946638 4.623151 -1.361874  0.000
H16 2.602121 3.027307 -2.049442  0.000
H17 3.735860 3.205661 -0.696005  0.000
H18 -1.766747 2.029241 4.836428  0.001
H19 -2.004604 -0.189902 5.998610  0.000
H20 -1.614094 -2.303431 4.689757  0.001
H21 -2.623124 -4.879236 -2.167517  0.000
H22 -0.491362 -5.803906 -2.990148  0.000
H23 1.634684 -4.982394 -2.070853  0.000
H24 1.858163 -2.072378 0.152393  -0.001
H25 2.425869 -4.913287 1.094938  0.000
H26 1.379031 -3.750568 1.909864  0.000
H27 3.122065 -3.436004 1.774368  0.000
H28 3.458289 -4.277387 -1.243225  0.000
H29 4.116322 -2.844847 -0.472269  0.000
H30 3.083646 -2.679682 -1.902057  0.000
H31 -2.860320 -2.194143 0.401010  0.000
H32 -4.106028 -4.903245 -0.258373  0.000
H33 -4.813403 -3.662072 0.776669  0.000
H34 -3.312374 -4.469941 1.265391  0.000
H35 -4.094467 -3.162465 -2.213176  0.000
H36 -3.255198 -1.624718 -1.963351  0.000
H37 -4.767365 -1.957654 -1.114282  0.000
N4 1.887047 0.125573 1.522401  0.042
C32 2.983911 0.020307 1.187497  0.016
C33 4.309561 -0.186617 0.690339  0.002
C34 5.251257 -0.874536 1.452095  0.001
C35 6.504093 -1.110735 0.913530  0.000
C36 6.806442 -0.666680 -0.367620  0.001
C37 5.860515 0.012492 -1.122870  0.000
C38 4.601297 0.255453 -0.601086  0.001
H38 4.992819 -1.224268 2.441682  0.000
H39 7.243341 -1.648238 1.491302  0.000
H40 7.786180 -0.860337 -0.784001  0.000
H41 6.096578 0.343398 -2.124740  0.000
H42 3.837324 0.754429 -1.181741  0.000
Cl1 0.394013 1.705543 -4.294165  0.003
C39 -0.971166 0.978805 -3.440703  0.003
Cl2 -1.643371 -0.382227 -4.369997  0.000
C40 -0.608137 0.487578 -2.039036  0.006
O3 -1.579294 0.247402 -1.290385  0.083
O4 0.588125 0.382264 -1.699147  0.055
H43 -1.749687 1.734966 -3.359677  0.000

Forces on the atoms, in the same order (eV/Å):
Pd -0.626 0.042 -0.113
C 0.015 -0.001 0.024
C 0.062 -0.074 0.038
C -0.009 -0.031 0.018
C 0.065 -0.060 0.032
C 0.049 0.045 -0.011
C -0.070 0.018 -0.032
C 0.047 0.019 -0.028
C -0.067 -0.032 0.043
C -0.001 -0.092 0.033
C 0.010 -0.005 0.000
C 0.024 0.012 0.016
C -0.060 -0.049 -0.057
N 0.090 0.063 -0.040
C 0.140 -0.108 0.096
O -0.138 0.059 0.042
C -0.054 -0.007 0.009
C 0.004 0.044 -0.090
C 0.001 -0.018 0.029
C 0.020 -0.019 -0.112
C -0.010 -0.009 0.027
N 0.117 -0.011 -0.041
C -0.021 0.156 0.013
O -0.041 -0.041 0.048
N 0.052 0.010 0.089
C -0.075 -0.127 0.035
C 0.106 0.062 0.100
C 0.071 -0.020 -0.061
C -0.057 -0.005 0.004
C 0.013 0.030 -0.032
C 0.029 0.001 0.017
C -0.029 0.119 -0.001
C -0.032 0.011 0.004
C -0.003 -0.044 0.058
C 0.066 0.116 0.020
C 0.006 -0.011 0.015
C -0.021 -0.036 0.027
H -0.016 0.000 0.019
H 0.038 -0.037 -0.031
H -0.005 0.025 -0.015
H -0.019 0.048 -0.036
H -0.004 0.028 -0.021
H 0.040 0.028 0.050
H -0.021 -0.011 0.019
H -0.039 0.020 -0.019
H -0.007 0.021 -0.025
H 0.005 0.011 -0.008
H 0.004 0.013 0.008
H -0.003 0.028 -0.019
H 0.032 -0.014 0.015
H -0.043 -0.008 0.038
H -0.004 0.015 -0.002
H -0.002 -0.013 -0.050
H 0.022 -0.015 0.012
H -0.002 -0.002 0.016
H -0.003 0.000 0.018
H -0.007 -0.005 0.019
H -0.019 -0.021 -0.019
H -0.002 -0.009 -0.019
H 0.028 -0.006 -0.010
H 0.024 -0.099 -0.043
H 0.005 -0.026 -0.021
H 0.016 -0.035 0.024
H 0.039 0.026 0.021
H -0.009 -0.032 0.009
H -0.026 0.023 -0.019
H 0.006 0.016 -0.078
H 0.008 -0.029 -0.028
H -0.003 -0.029 -0.030
H -0.031 0.020 0.019
H 0.021 -0.022 0.038
H -0.010 -0.021 -0.019
H 0.044 0.068 -0.039
H -0.035 0.011 0.016
N 0.662 0.056 -0.075
C -0.530 -0.104 0.240
C 0.037 0.054 -0.142
C 0.001 0.069 -0.069
C -0.001 0.006 -0.001
C 0.017 -0.011 0.009
C -0.037 -0.013 0.022
C 0.023 -0.079 0.085
H -0.010 -0.001 0.018
H 0.015 -0.008 0.003
H 0.016 -0.003 -0.003
H 0.008 0.003 -0.013
H -0.031 0.027 -0.004
Cl 0.039 0.036 -0.048
C -0.081 0.097 -0.057
Cl -0.030 -0.021 -0.022
C 0.033 0.044 -0.063
O -0.179 -0.081 0.037
O 0.287 0.012 0.068
H 0.071 -0.055 0.004